Below is one molecule with the formula C17H17NO4, with properties calculated with the ωB97M-V functional and the def2-TZVPD basis.

Structure (XYZ):
```
39
Properties=species:S:1:pos:R:3:lowdin_charge:R:1
C 4.92 3.02 0.12 -0.091
O 4.99 1.70 -0.36 -0.084
C 4.06 0.80 0.05 -0.278
C 4.20 -0.49 -0.45 0.006
C 3.31 -1.48 -0.10 -0.025
C 2.25 -1.22 0.77 -0.265
C 1.27 -2.29 1.13 -0.054
C 0.19 -2.51 0.07 -0.498
O -0.37 -3.58 -0.08 0.053
N -0.09 -1.43 -0.68 0.083
C -1.15 -1.40 -1.66 -0.124
C -2.29 -0.52 -1.20 -0.211
C -2.61 0.65 -1.87 -0.047
C -3.64 1.48 -1.44 0.008
C -4.32 1.10 -0.31 -0.207
C -4.00 -0.07 0.37 -0.193
C -2.99 -0.90 -0.05 0.063
O -4.83 -0.20 1.46 0.038
C -5.69 0.91 1.42 -0.160
O -5.36 1.73 0.32 0.034
C 2.12 0.07 1.27 -0.048
C 3.01 1.08 0.92 -0.017
H 5.76 3.55 -0.33 0.093
H 3.98 3.51 -0.17 0.095
H 5.01 3.05 1.21 0.096
H 5.02 -0.70 -1.12 0.119
H 3.43 -2.48 -0.49 0.122
H 1.77 -3.25 1.28 0.127
H 0.75 -2.04 2.05 0.128
H 0.38 -0.56 -0.48 0.134
H -1.49 -2.44 -1.77 0.128
H -0.76 -1.05 -2.62 0.123
H -2.05 0.92 -2.75 0.107
H -3.89 2.39 -1.97 0.117
H -2.75 -1.81 0.48 0.131
H -6.73 0.57 1.33 0.140
H -5.58 1.49 2.36 0.139
H 1.31 0.31 1.95 0.118
H 2.87 2.07 1.33 0.103
```

Computed properties:
- E: -27584.68004 eV
- Charge: 0
- HOMO-LUMO gap: 8.79 eV
- Structure (SMILES): COc1ccc(CC(=O)NCc2ccc3c(c2)OCO3)cc1

Below is C17H18BBaN7O4 as an isolated structure, with properties calculated with the ωB97M-V functional and the def2-TZVPD basis.

Structure (XYZ):
```
48
Properties=species:S:1:pos:R:3:lowdin_charge:R:1
H -2.18 -0.29 -1.95 0.100
N -0.58 1.08 -2.17 -0.066
B 0.94 2.98 -2.96 -0.508
N -0.38 2.17 -3.02 -0.041
C -1.42 2.29 -3.86 -0.078
Ba 1.13 -0.17 -0.18 2.012
H -1.42 3.08 -4.60 0.116
C -2.34 1.28 -3.56 -0.074
H -3.27 1.10 -4.06 0.080
C -1.77 0.56 -2.49 -0.158
H 0.95 3.87 -3.76 0.114
C 2.84 -1.90 1.32 -0.147
H 2.91 -2.72 2.04 0.051
H 2.61 -0.99 1.89 -0.003
H 3.82 -1.82 0.82 0.039
N 2.06 1.93 -3.24 -0.029
N 1.17 3.50 -1.52 -0.035
N 2.20 0.82 -2.41 -0.158
N 1.11 2.63 -0.44 -0.100
C 2.95 1.89 -4.24 -0.068
C 1.47 4.74 -1.09 -0.077
H 2.97 2.69 -4.97 0.123
H 1.57 5.54 -1.81 0.119
C 3.71 0.73 -4.10 -0.075
C 1.59 4.71 0.30 -0.070
C 3.21 0.09 -2.95 -0.182
C 1.33 3.37 0.66 -0.167
H 4.50 0.41 -4.74 0.084
H 1.83 5.53 0.94 0.080
H 3.52 -0.84 -2.51 0.090
H 1.30 2.93 1.66 0.102
H 2.02 -2.17 0.57 -0.050
O -0.11 -0.49 2.33 -0.156
C -0.81 -1.43 1.84 -0.651
O -0.82 -1.76 0.59 -0.253
C -1.66 -2.28 2.74 -0.111
C -2.39 -3.36 2.20 0.000
C -3.20 -4.16 2.99 0.019
C -3.33 -3.88 4.37 -0.156
C -2.56 -2.85 4.94 0.018
C -1.75 -2.05 4.13 0.003
N -4.32 -4.56 5.13 -0.319
O -5.04 -5.41 4.54 0.051
O -4.46 -4.28 6.34 0.055
H -2.32 -3.57 1.13 0.118
H -3.77 -5.00 2.57 0.120
H -2.64 -2.68 6.02 0.119
H -1.17 -1.25 4.58 0.118
```

Computed properties:
- E: -37913.22585 eV
- Charge: 0
- HOMO-LUMO gap: 7.85 eV

Below is C17H18BF4N6O4PdTe as an isolated structure, with properties calculated with the ωB97M-V functional and the def2-TZVPD basis.

Structure (XYZ):
```
52
Properties=species:S:1:pos:R:3:lowdin_charge:R:1
Pd 1.26 -1.12 -1.17 1.021
F 1.32 -4.92 -0.11 0.239
B 1.25 -3.65 -0.52 -1.213
F 1.67 -2.68 0.46 0.071
F 2.03 -3.34 -1.67 0.060
F -0.08 -3.22 -0.87 0.000
N 5.23 -0.52 -3.83 0.165
N 4.03 0.03 -3.39 -0.262
N 3.87 1.33 -3.26 0.160
C 2.59 1.39 -2.92 -0.172
N 2.02 0.18 -2.89 -0.064
N 2.99 -0.69 -3.19 0.075
H 5.97 0.08 -3.48 0.114
H 5.30 -1.45 -3.43 0.116
H 2.07 2.32 -2.72 0.125
C -5.03 -2.59 -5.92 -0.022
C -4.17 -2.08 -4.81 -0.213
C -4.74 -1.46 -3.70 0.013
C -3.97 -0.99 -2.65 -0.313
C -4.64 -0.33 -1.48 -0.095
C -2.57 -1.15 -2.74 -0.515
Te -1.50 -0.38 -1.20 1.562
C -1.96 -1.79 -3.85 -0.283
C -0.48 -1.98 -3.96 -0.070
C -2.78 -2.23 -4.87 0.014
H -6.08 -2.38 -5.75 0.084
H -4.91 -3.67 -6.03 0.099
H -4.74 -2.14 -6.87 0.097
H -5.82 -1.35 -3.65 0.129
H -5.72 -0.31 -1.62 0.090
H -4.33 0.70 -1.34 0.074
H -4.46 -0.88 -0.55 0.081
H -0.07 -2.44 -3.04 0.038
H 0.03 -1.04 -4.16 0.069
H -0.23 -2.67 -4.76 0.099
H -2.34 -2.73 -5.72 0.135
O 2.86 -0.14 -0.20 -0.032
C 2.11 0.32 0.72 -0.534
O 0.85 0.18 0.53 -0.166
C 2.63 0.98 1.92 -0.129
C 3.98 1.33 1.99 0.020
C 4.47 1.96 3.12 0.029
C 3.58 2.21 4.16 -0.113
C 2.24 1.86 4.12 0.032
C 1.76 1.24 2.98 0.023
N 4.10 2.88 5.38 -0.343
O 3.29 3.17 6.23 0.097
O 5.26 3.22 5.36 0.097
H 4.64 1.11 1.16 0.126
H 5.50 2.24 3.22 0.128
H 1.61 2.08 4.97 0.128
H 0.73 0.95 2.91 0.127
```

Computed properties:
- E: -57363.37779 eV
- 2S+1: 5
- Charge: +1
- HOMO-LUMO gap (spin up / spin down): 9.02 / 6.16 eV

The evaluated molar mass for the records listed, in turn: 299.33; 532.52; 691.19 g/mol.